Computed, not measured: a molecular structure, C18H49B3F12O7V2 at a distorted geometry, with wB97M-V/def2-TZVPD.

Summary:
Gap between HOMO and LUMO (spin up / spin down)   8.424 / 9.943 eV
HOMO level (spin up / spin down)   -8.60 / -10.23 eV
Relative energy (zero: lowest compared OMol25 entry of this formula, charge and spin)   8.9 kcal/mol
Multiplicity   7

Atoms and positions in Å:
V  -5.24957  4.98930  -6.64403
V  -7.99729  7.38037  -5.12869
O  -6.45968  5.83686  -5.23853
H  -6.78637  5.45794  -4.42030
B  -6.57629  8.96811  -2.59840
F  -5.49149  8.09072  -2.46627
F  -6.14645  10.28466  -2.46808
F  -7.12726  8.83233  -3.92529
F  -7.57149  8.60333  -1.68458
B  -7.53976  3.19779  -6.83371
F  -7.74425  4.34493  -7.60485
F  -6.22097  3.23068  -6.29527
F  -8.56139  3.17805  -5.84185
F  -7.63157  2.04253  -7.59524
B  -6.93465  7.71758  -7.80948
F  -6.52470  8.40154  -6.61886
F  -8.17819  7.17657  -7.51409
F  -7.03329  8.55614  -8.89089
F  -6.02422  6.66601  -8.11511
C  -11.14816  10.05910  -11.50221
C  -10.73050  8.81552  -10.74692
C  -11.81720  7.73801  -10.71563
O  -9.57476  8.25630  -11.38470
H  -10.68833  9.98333  -12.49103
H  -10.66620  10.94814  -11.08661
H  -12.22178  10.22093  -11.50659
H  -10.51182  9.09165  -9.71033
H  -11.97418  7.43690  -11.75212
H  -12.77425  8.13023  -10.35941
H  -11.52830  6.94312  -10.02957
H  -9.09950  7.73395  -10.72958
C  -11.11901  6.35088  -7.11069
C  -10.86154  5.88287  -5.66632
C  -11.44850  4.50196  -5.34441
O  -9.40043  5.74903  -5.61801
H  -10.69870  5.55932  -7.73660
H  -10.58957  7.27007  -7.33584
H  -12.17787  6.37737  -7.37824
H  -11.15710  6.63295  -4.93233
H  -10.95282  4.05087  -4.48927
H  -11.43437  3.75966  -6.14543
H  -12.52108  4.68819  -5.21669
H  -9.20391  4.81025  -5.80577
C  -3.20472  8.40733  -8.24270
C  -3.01508  6.89635  -8.10413
C  -1.57956  6.38069  -8.18331
O  -3.58665  6.48632  -6.84305
H  -2.77710  8.91353  -7.37023
H  -4.26199  8.65687  -8.25776
H  -2.68039  8.79996  -9.11250
H  -3.54166  6.40774  -8.91834
H  -0.82359  7.07470  -7.80973
H  -1.31830  6.21653  -9.22984
H  -1.54790  5.44866  -7.62303
H  -3.41602  7.12000  -6.13646
C  -9.81707  10.39311  -7.23481
C  -9.03600  10.38438  -5.91773
C  -9.30295  11.53131  -4.96062
O  -9.28629  9.12920  -5.21542
H  -9.20263  10.74710  -8.06144
H  -10.66925  11.08061  -7.19011
H  -10.25925  9.42886  -7.47462
H  -7.96796  10.35525  -6.12994
H  -10.34139  11.53014  -4.62819
H  -9.01921  12.49095  -5.39498
H  -8.59243  11.43152  -4.13694
H  -10.17673  9.23116  -4.85343
C  -5.91708  5.22465  -12.94288
C  -6.48854  5.77581  -11.64626
C  -7.75860  5.07042  -11.14967
O  -5.51771  5.83044  -10.62292
H  -5.56226  4.19168  -12.89999
H  -5.13601  5.86210  -13.35616
H  -6.73270  5.22529  -13.67033
H  -6.77998  6.79588  -11.93818
H  -8.14106  5.70215  -10.34871
H  -7.60384  4.03020  -10.84882
H  -8.47059  4.91418  -11.96426
H  -5.85558  6.36749  -9.89116
C  -4.65950  1.83918  -9.25349
C  -3.81414  3.06944  -9.00056
C  -2.99786  3.41879  -10.26877
O  -4.61072  4.19006  -8.60400
H  -3.99256  1.03214  -9.57379
H  -5.37462  1.98439  -10.06208
H  -5.12774  1.47928  -8.33815
H  -3.06810  2.85497  -8.23349
H  -2.17633  2.70691  -10.30956
H  -2.69466  4.46371  -10.30409
H  -3.60985  3.32305  -11.17067
H  -5.08306  4.53893  -9.39514

Atom charges from the Löwdin analysis, given in e for atoms 1 to 6: V 1.106; V 1.104; O -0.386; H 0.014; B -1.213; F 0.110